# 1
The following is a DFT calculation (ωB97M-V/def2-TZVPD) of C29H29HfN7O5SSe as an isolated structure at a distorted geometry.

```
! RIJCOSX wB97M-V def2-TZVPD def2/J DEFGRID3
* xyz 0 1
Hf -0.1413 -0.4298 0.1634
C -3.6103 1.6747 2.2084
C -2.6798 0.6377 1.6364
N -2.0208 0.6689 0.5058
N -2.6706 1.7492 -0.2225
C -1.6142 2.2953 -0.6646
O -0.5655 1.7167 -0.4300
C -1.5300 3.6167 -1.3334
C -0.3429 4.1189 -1.8925
C -0.2901 5.4119 -2.4210
C -1.4254 6.2203 -2.3966
C -2.6148 5.7328 -1.8543
C -2.6669 4.4372 -1.3295
C -2.6483 -0.6816 2.1723
C -3.3161 -1.2379 3.2475
C -3.2697 -2.6250 3.3634
C -2.5736 -3.3662 2.4088
C -1.9654 -2.6858 1.3631
N -2.0162 -1.3497 1.2177
H -3.1699 2.6712 2.1116
H -3.8026 1.5051 3.2699
H -4.5635 1.6465 1.6704
H 0.5489 3.4964 -1.8894
H 0.6436 5.7824 -2.8320
H -1.3801 7.2305 -2.7907
H -3.4997 6.3600 -1.8225
H -3.5859 4.0656 -0.8849
H -3.8903 -0.6377 3.9383
H -3.7898 -3.1271 4.1728
H -2.5178 -4.4468 2.4641
H -1.4150 -3.2046 0.5843
C -3.0699 -3.1314 -2.0037
C -2.6710 -4.3724 -1.5370
C -1.6064 -4.4614 -0.6349
C -0.9424 -3.3055 -0.2015
N -1.3544 -2.0896 -0.6766
C -2.3846 -2.0258 -1.5470
C 0.2180 -3.3520 0.7762
C 0.7023 -4.5541 1.3104
C 1.7739 -4.5510 2.2085
C 2.3590 -3.3495 2.5708
C 1.8458 -2.1958 2.0176
N 0.8123 -2.1766 1.1491
H -3.8910 -3.0273 -2.7032
H -3.1816 -5.2722 -1.8691
H -1.3239 -5.4492 -0.2928
H -2.6476 -1.0243 -1.8744
H 0.2715 -5.5132 1.0515
H 2.1447 -5.4861 2.6190
H 3.1908 -3.3118 3.2642
H 2.2594 -1.2214 2.2604
C 3.6561 3.4129 -0.3192
N 4.5075 2.2269 -0.3447
C 5.8510 2.2108 -0.4599
C 6.2729 0.8958 -0.4431
N 5.1889 0.1037 -0.3177
C 5.1865 -1.3554 -0.2585
C 4.1253 0.9342 -0.2596
Se 2.4643 0.4032 -0.0949
H 4.2688 4.3354 -0.4093
H 3.0944 3.4501 0.6378
H 2.9389 3.3772 -1.1659
H 6.4793 3.0876 -0.5495
H 7.2948 0.5466 -0.5172
H 6.2221 -1.7510 -0.3318
H 4.5885 -1.7632 -1.1005
H 4.7441 -1.6902 0.7031
O -1.6742 1.3802 -3.5014
S -0.3308 0.8251 -3.2555
O 0.6801 1.8806 -3.4482
O -0.2542 0.3177 -1.8733
O -0.0749 -0.2786 -4.1988
H 0.6502 0.0752 1.8861
*
```

As for the gap between HOMO and LUMO: 4.29 eV. The relative energy (zero: lowest compared OMol25 entry of this formula, charge and spin) comes out at 39.7 kcal/mol. As for the HOMO energy: -5.895 eV. The calculation puts the energy at -128688.272 eV.

=====

# 2
The following is a DFT calculation (ωB97M-V/def2-TZVPD) of a 3-piece molecular cluster, C10H24FNO9P2S overall at a distorted geometry.

```
! RIJCOSX wB97M-V def2-TZVPD def2/J DEFGRID3
* xyz 0 1
O 2.0350 -1.9142 -0.7437
C 2.0543 -1.1868 0.1754
C 1.9099 -1.6573 1.6601
C 1.7962 -0.3648 2.5329
F 0.6711 -0.5216 3.3496
S 3.2076 -0.0648 3.6386
C 1.4608 0.6696 1.4210
N 2.1708 0.2563 0.1924
H 2.8201 -2.2384 1.8773
H 1.0076 -2.2391 1.9029
H 4.1271 -1.0399 3.4189
H 0.4173 0.4256 1.1628
H 1.6937 1.7106 1.6737
H 3.1841 0.3601 0.3351
C -0.0853 3.1618 4.6178
O -0.4433 3.3016 3.2248
P -2.0962 3.1156 2.8516
O -1.8222 2.0960 1.7896
O -2.0997 4.6211 2.1905
C -1.8898 5.7441 3.0489
O -3.7743 3.0506 2.6414
C -4.5970 3.9512 3.3982
H 0.7868 2.5126 4.6918
H 0.1661 4.1427 5.0274
H -0.8960 2.7298 5.2073
H -0.8377 6.0334 3.0246
H -2.1796 5.5268 4.0811
H -2.4946 6.5745 2.6876
H -4.6581 4.9149 2.8890
H -4.2112 4.0914 4.4083
H -5.5977 3.5279 3.4641
C 1.9851 -2.0369 -3.7252
O 1.2670 -1.9284 -4.9787
P 1.0416 -3.3505 -5.8685
O 1.6003 -2.8797 -7.1666
O -0.5887 -3.1682 -5.8198
C -1.2312 -3.1346 -4.5446
O 0.9100 -4.9800 -6.2834
C 0.3376 -5.8841 -5.3274
H 2.7189 -1.2344 -3.6721
H 1.2865 -1.9331 -2.9001
H 2.5013 -2.9948 -3.6360
H -1.3796 -2.0987 -4.2355
H -0.6478 -3.6571 -3.7812
H -2.2016 -3.6217 -4.6323
H -0.7514 -5.8653 -5.4038
H 0.6402 -5.6336 -4.3099
H 0.6856 -6.8902 -5.5558
*
```

As for the gap between HOMO and LUMO: 6.86 eV. As for the HOMO energy: -9.421 eV. The calculation puts the energy at -62803.041 eV. As for the structure (SMILES): O=C1C[C@@](F)(S)CN1.COP(=O)(OC)OC.COP(=O)(OC)OC.

=====

# 3
The following is a DFT calculation (ωB97M-V/def2-TZVPD) of one molecule with the formula C25H27N5O at a distorted geometry.

```
! RIJCOSX wB97M-V def2-TZVPD def2/J DEFGRID3
* xyz 0 1
C -1.7955 -2.9728 -3.8224
N -1.5442 -2.4689 -2.4891
C -2.1550 -1.3062 -2.0640
O -2.9098 -0.6434 -2.7390
C -1.6274 -1.0651 -0.6403
C -2.7387 -0.7586 0.3754
C -3.4871 0.4864 0.0287
C -2.9993 1.7862 0.0155
N -3.9496 2.5939 -0.5161
C -5.0785 1.8896 -0.8408
C -6.2540 2.2564 -1.5003
C -7.1857 1.2478 -1.7879
C -6.9471 -0.0919 -1.4330
C -5.7664 -0.4688 -0.7829
C -4.8303 0.5277 -0.4927
N -0.9147 -2.2735 -0.3910
C -0.3240 -2.4332 0.8032
C 0.4181 -3.4797 1.2053
C 1.2218 -3.4657 2.4716
N 0.9722 -2.8412 3.9694
C 1.2618 -1.5136 4.1130
N 1.4185 -0.3621 4.4261
C 1.8684 -4.8084 2.9247
C 2.3621 -4.9047 4.2425
C 2.8226 -6.1493 4.7392
C 2.8571 -7.2760 3.9229
C 2.3226 -7.1879 2.6718
C 1.8325 -5.9832 2.1510
C -0.8799 -3.2515 -1.4605
C -1.6972 -4.5143 -1.1508
C 0.5183 -3.6611 -1.9239
H -2.2715 -2.1832 -4.4104
H -0.8521 -3.2538 -4.3085
H -2.4546 -3.8572 -3.8190
H -0.9817 -0.1650 -0.7208
H -3.4475 -1.6060 0.4306
H -2.2634 -0.6310 1.3635
H -2.0067 2.1178 0.3369
H -3.8265 3.6353 -0.6493
H -6.4021 3.3029 -1.7611
H -8.1160 1.5060 -2.2986
H -7.6910 -0.8522 -1.6716
H -5.5408 -1.4945 -0.5021
H -0.3468 -1.6235 1.4805
H 0.1766 -4.4327 0.6559
H 2.0291 -2.7221 2.3418
H -0.0598 -2.9113 3.8623
H 2.3778 -3.9236 4.8113
H 3.1817 -6.1050 5.7668
H 3.2981 -8.1456 4.3771
H 2.3781 -8.0550 2.0843
H 1.5452 -5.9583 1.1222
H -2.7770 -4.3185 -1.2171
H -1.4139 -5.2698 -1.8941
H -1.4857 -4.9084 -0.1541
H 1.0376 -2.8099 -2.3796
H 1.1210 -4.0370 -1.0940
H 0.3936 -4.4703 -2.6519
*
```

As for the gap between HOMO and LUMO: 8.10 eV. The relative energy (zero: lowest compared OMol25 entry of this formula, charge and spin) comes out at 77.1 kcal/mol. As for the HOMO energy: -7.689 eV. The calculation puts the energy at -35858.594 eV. As for the structure (SMILES): CN1C(=O)[C@@H](Cc2c[nH]c3ccccc23)N(/C=C/[C@@H](NC#N)c2ccccc2)C1(C)C.

=====

# 4
The following is a DFT calculation (ωB97M-V/def2-TZVPD) of a 2-piece molecular cluster, C5H14ClN2O2S2 overall at a distorted geometry.

```
! RIJCOSX wB97M-V def2-TZVPD def2/J DEFGRID3
* xyz 1 1
C -1.4698 2.5738 0.8243
C -0.3474 -2.8567 -0.5121
C 0.1555 -0.8571 1.5193
C -1.2992 2.2684 -0.6569
C 1.0514 -2.2973 -0.2917
N 0.0758 2.0109 -1.0249
N 1.0812 -1.0092 0.4152
O -0.4815 -0.1984 -2.0650
O 1.9051 0.5443 -1.9260
S 2.7078 -0.5550 0.7429
S 0.5683 0.5354 -1.4572
Cl 2.4816 1.4174 1.0016
H -0.9409 3.4891 1.0931
H -2.5234 2.7225 1.0442
H -1.1030 1.7568 1.4413
H -0.8503 -3.0874 0.4226
H -0.9583 -2.1764 -1.0974
H -0.2491 -3.7837 -1.0746
H 0.3644 0.0744 2.0453
H -0.8669 -0.8420 1.1449
H 0.2544 -1.6797 2.2327
H -1.8688 1.3872 -0.9636
H -1.6507 3.1172 -1.2550
H 1.5434 -2.1418 -1.2549
H 1.6396 -3.0277 0.2799
H 0.7807 2.6150 -0.6283
*
```

As for the gap between HOMO and LUMO (alpha / beta): 7.39 / 7.39 eV. The relative energy (zero: lowest compared OMol25 entry of this formula, charge and spin) comes out at 0.0 kcal/mol. As for the HOMO energy (alpha / beta): -13.187 / -13.186 eV. The calculation puts the energy at -46671.174 eV.